No. 1
{
  "formula": "C5H10O",
  "method": "the ωB97M-V functional and the def2-TZVPD basis",
  "mol_weight_g_mol": 86.1,
  "homo_lumo_gap_ha": 0.349,
  "relative_energy_kj_mol": 321.0,
  "total_energy_ev": -7391.4386,
  "species": ["C", "O", "C", "C", "C", "C", "H", "H", "H", "H", "H", "H", "H", "H", "H", "H"],
  "xyz": [[2.2885, 0.0989, 0.3140], [1.2342, -0.8386, 0.4860], [0.0151, -0.3177, 0.3686], [-0.5317, 0.8996, 0.2093], [-1.9318, 0.3180, 0.1955], [-1.2520, -1.0892, 0.2330], [2.1163, 0.9965, 0.9214], [2.3583, 0.3670, -0.7473], [3.2007, -0.3993, 0.6457], [0.4626, -0.0395, -2.0904], [-0.1452, 1.9085, 0.2539], [0.0572, 0.4407, -1.6121], [-2.5845, 0.4923, -0.6690], [-2.4691, 0.5593, 1.1140], [-1.4816, -1.7367, 1.0808], [-1.3371, -1.6599, -0.7033]],
  "atomic_forces_ev_per_a": [[0.2, 0.1, 0.0], [-0.1, 0.0, -0.1], [-0.2, 0.2, 0.2], [0.2, -0.1, 1.1], [-0.3, 0.0, 0.1], [0.0, -0.2, 0.1], [0.0, -0.1, -0.1], [0.1, 0.1, 0.3], [-0.1, 0.1, -0.1], [-0.6, 0.7, 0.0], [0.0, 0.0, -0.2], [0.9, -1.0, -1.5], [0.3, 0.1, 0.1], [-0.2, -0.1, -0.1], [-0.2, 0.0, -0.1], [0.1, 0.2, 0.2]]
}

---

No. 2
{
  "formula": "C36H76N5O7",
  "method": "the ωB97M-V functional and the def2-TZVPD basis",
  "mol_weight_g_mol": 691.0,
  "homo_lumo_gap_ha": 0.286,
  "relative_energy_kj_mol": 0.0,
  "total_energy_ev": -60341.9530,
  "charge": -1,
  "species": ["N", "O", "O", "O", "C", "C", "C", "C", "C", "C", "N", "O", "C", "C", "C", "H", "H", "H", "H", "H", "H", "H", "H", "H", "H", "H", "H", "H", "H", "H", "H", "H", "H", "H", "C", "C", "C", "C", "C", "C", "N", "O", "C", "C", "C", "H", "H", "H", "H", "H", "H", "H", "H", "H", "H", "H", "H", "H", "H", "H", "H", "H", "H", "H", "C", "C", "C", "C", "C", "C", "N", "O", "C", "C", "C", "H", "H", "H", "H", "H", "H", "H", "H", "H", "H", "H", "H", "H", "H", "H", "H", "H", "H", "H", "C", "C", "C", "C", "C", "C", "N", "O", "C", "C", "C", "H", "H", "H", "H", "H", "H", "H", "H", "H", "H", "H", "H", "H", "H", "H", "H", "H", "H", "H"],
  "xyz": [[0.5491, 0.8557, 0.3980], [1.2300, -0.1919, 0.2267], [-0.7030, 0.7456, 0.4796], [1.0853, 1.9622, 0.5780], [-4.1158, 0.4257, 1.1884], [-3.6527, -0.6185, 2.2026], [-3.0501, -1.8078, 1.4193], [-2.2791, -2.8122, 2.2408], [-1.1746, -2.0889, 2.9746], [-1.5991, -0.8522, 3.7825], [-2.5515, -0.0588, 2.9652], [-2.9448, 1.0996, 3.6907], [-2.0858, -1.3220, 5.1562], [-0.3555, 0.0394, 3.9720], [-4.8002, -1.1384, 3.0998], [-3.3084, 0.7037, 0.5165], [-4.5077, 1.2783, 1.7466], [-4.9851, 0.0862, 0.6147], [-3.8033, -2.3249, 0.8127], [-2.3574, -1.4019, 0.6729], [-1.9174, -3.7160, 1.7466], [-2.9543, -3.2750, 2.9825], [-0.3741, -1.8141, 2.2787], [-0.6629, -2.7740, 3.6632], [-1.2584, -1.6206, 5.7933], [-2.6266, -0.5250, 5.6844], [-2.8588, -2.0806, 5.0168], [0.3966, -0.5998, 4.4338], [-0.0462, 0.4203, 3.0007], [-0.6667, 0.8726, 4.6018], [-5.5733, -1.6524, 2.5246], [-5.1504, -0.3707, 3.7938], [-4.4960, -1.9448, 3.7770], [-3.5984, 0.7871, 4.3392], [-2.1286, 3.4860, -3.6686], [-1.4410, 4.1881, -2.4913], [-0.7832, 5.4990, -2.9477], [-1.6949, 6.7247, -2.9854], [-2.4345, 6.8298, -1.6623], [-3.2184, 5.5267, -1.3279], [-2.2760, 4.4190, -1.2974], [-2.8745, 3.2321, -0.8182], [-3.7351, 5.7862, 0.1042], [-4.4239, 5.3541, -2.2512], [-0.2956, 3.2643, -2.0219], [-1.4634, 3.2474, -4.4952], [-2.9212, 4.1044, -4.0971], [-2.6247, 2.5872, -3.2932], [0.0546, 5.7976, -2.3109], [-0.3268, 5.3430, -3.9281], [-2.3944, 6.7259, -3.8315], [-1.1585, 7.6703, -3.1223], [-3.1243, 7.6530, -1.4969], [-1.6386, 6.8239, -0.9094], [-4.2914, 6.7164, 0.2247], [-4.4164, 4.9715, 0.3680], [-2.9183, 5.7900, 0.8244], [-4.2254, 5.4733, -3.3184], [-4.9174, 4.3955, -2.0826], [-5.1390, 6.1718, -2.1088], [0.3418, 3.6398, -1.2223], [0.4337, 3.1489, -2.8340], [-0.7058, 2.3026, -1.7195], [-3.5307, 3.0067, -1.5010], [4.4656, -0.9894, -0.7659], [5.3326, -1.3296, 0.4584], [6.5210, -0.3448, 0.5072], [7.1717, -0.1165, 1.8585], [6.0898, 0.2921, 2.8386], [5.0059, -0.8187, 2.9670], [4.5319, -1.2073, 1.6625], [3.3604, -1.9714, 1.6778], [5.6749, -1.9509, 3.8102], [3.8818, -0.2086, 3.7881], [5.8921, -2.7660, 0.3174], [3.5790, -1.6208, -0.8159], [5.0356, -1.2168, -1.6713], [4.1532, 0.0528, -0.7402], [7.2647, -0.6845, -0.2181], [6.1174, 0.5988, 0.1256], [7.9064, 0.6825, 1.7370], [7.6605, -1.0380, 2.1852], [5.6100, 1.2177, 2.4996], [6.5038, 0.6093, 3.7998], [4.9329, -2.6328, 4.2311], [6.2799, -2.5955, 3.1690], [6.3368, -1.5543, 4.5786], [2.9983, -0.8504, 3.8108], [4.0960, -0.0807, 4.8539], [3.6221, 0.7809, 3.4088], [6.5120, -2.8699, -0.5739], [5.0465, -3.4558, 0.2502], [6.4388, -3.0484, 1.2156], [2.6908, -1.3538, 1.3439], [-1.1632, -0.5680, -2.9358], [-1.1793, -2.0865, -2.9171], [-0.9837, -2.5005, -4.4157], [-0.5051, -3.9360, -4.6166], [0.7061, -4.2049, -3.7450], [0.4400, -3.9472, -2.2331], [-0.0760, -2.5858, -2.1101], [-0.2830, -2.2721, -0.7543], [-0.4916, -5.0201, -1.6800], [1.7920, -4.0782, -1.5475], [-2.5593, -2.6235, -2.4701], [-0.1460, -0.1942, -3.0791], [-1.4450, -0.1646, -1.9560], [-1.8059, -0.1614, -3.7159], [-1.9130, -2.3493, -4.9658], [-0.1964, -1.8642, -4.8298], [-0.1862, -4.0319, -5.6580], [-1.2823, -4.6617, -4.3636], [1.5013, -3.5347, -4.0745], [0.9437, -5.2716, -3.7621], [-1.3389, -5.1830, -2.3579], [0.0010, -5.9706, -1.4886], [-1.0180, -4.6659, -0.7892], [2.1996, -5.0856, -1.5873], [2.5107, -3.4501, -2.0907], [1.7927, -3.6329, -0.5510], [-2.5890, -2.7326, -1.3869], [-2.8159, -3.5722, -2.9475], [-3.3356, -1.9291, -2.8030], [0.1820, -1.4150, -0.6294]],
  "atomic_forces_ev_per_a": [[-1.4, 0.7, 1.2], [0.5, -0.2, -0.4], [0.9, 0.0, -0.5], [0.2, -0.8, -0.3], [-0.8, 0.1, 0.5], [0.2, -1.5, -0.1], [0.3, -0.2, -1.2], [-0.7, -0.2, 1.4], [1.1, -0.3, 0.0], [0.3, 0.0, -0.8], [0.6, 0.4, 0.5], [-0.3, -0.4, 0.0], [-1.3, 0.7, -0.2], [-1.0, -0.4, 0.0], [0.3, -0.5, 0.4], [0.1, 0.2, 0.1], [0.4, 0.3, -0.2], [0.2, -0.4, -0.1], [-0.3, 0.2, 0.3], [0.0, 0.2, 0.1], [0.2, 0.5, -0.7], [-0.1, 0.3, 0.1], [-0.3, 0.2, -0.2], [-0.2, 0.0, 0.1], [0.0, -0.3, -0.1], [0.3, 0.1, 0.0], [0.4, -0.5, 0.3], [0.3, 0.3, 0.1], [0.2, 0.0, 0.1], [0.4, 0.0, 0.1], [-0.4, 0.7, -0.1], [-0.6, 0.1, -0.4], [0.5, 0.1, -0.2], [0.1, 0.2, 0.0], [-1.1, 0.4, 0.2], [1.5, -0.4, 0.4], [0.0, 1.0, -0.1], [-0.9, 0.7, -0.4], [0.5, -1.8, 0.1], [-0.2, 1.5, 0.5], [0.3, 0.6, -0.1], [-0.2, 0.4, -0.7], [-0.3, -1.1, 0.1], [-0.3, 0.5, -0.5], [0.4, 0.0, -0.5], [0.3, -0.2, 0.3], [0.1, 0.1, 0.0], [0.2, -0.2, -0.3], [-0.1, -0.5, 0.3], [-0.1, -0.2, -0.1], [0.0, -0.3, 0.1], [0.4, -0.3, -0.1], [0.2, 0.3, -0.4], [-0.2, 0.5, 0.2], [0.0, 0.1, -0.4], [0.1, 0.1, 0.2], [0.1, -0.1, -0.1], [0.4, -0.4, 0.1], [-0.2, 0.1, 0.0], [-0.1, -0.2, 0.5], [-0.6, 0.3, 0.4], [-0.3, -0.3, -0.3], [0.2, -0.1, 0.0], [0.0, -0.3, 0.3], [0.3, -0.5, 0.1], [0.4, -0.7, 0.1], [-0.5, 0.2, -0.5], [-0.4, 0.0, -0.2], [-0.3, 0.3, -0.5], [1.2, 0.3, 1.5], [-0.1, 1.4, 0.0], [0.2, -0.3, -0.1], [-0.3, -0.7, -0.8], [-0.8, 0.0, 0.4], [-0.7, 0.0, 0.1], [0.0, 0.1, 0.2], [0.1, 0.3, 0.0], [0.0, 0.0, -0.1], [-0.1, 0.0, -0.1], [0.2, 0.2, 0.2], [0.2, -0.2, 0.2], [0.2, 0.1, 0.1], [-0.1, -0.2, -0.4], [-0.1, -0.6, 0.2], [-0.1, 0.2, 0.2], [0.1, 0.1, 0.0], [-0.2, 0.0, 0.2], [0.0, 0.1, -0.4], [0.6, 0.0, -0.1], [-0.2, -0.1, -0.2], [0.1, 0.0, 0.0], [0.1, 0.0, -0.1], [0.3, 0.0, -0.1], [-0.3, 0.0, -0.1], [0.3, 0.5, 1.1], [-0.7, -1.0, -1.5], [0.7, -0.4, 0.7], [0.1, 0.2, 0.3], [-0.8, 0.0, 0.9], [0.0, -0.2, -0.8], [1.1, 0.3, -0.2], [-0.3, 0.1, 0.0], [-1.4, 0.2, -0.1], [0.7, 1.4, -0.1], [0.0, 0.2, -0.2], [0.0, -0.2, -0.3], [-0.3, 0.0, -0.1], [-0.1, -0.1, 0.0], [0.0, 0.3, 0.1], [-0.2, 0.2, -0.1], [-0.4, -0.3, -0.1], [-0.1, 0.0, -0.4], [0.3, -0.3, 0.1], [0.6, 0.1, -0.5], [0.3, -0.3, -0.1], [0.1, 0.0, 0.0], [0.5, -0.1, 0.3], [-0.3, -0.2, 0.3], [-0.1, 0.0, -0.1], [-0.2, -0.5, 0.2], [-0.1, 0.1, 0.0], [0.2, -0.1, 0.1], [0.0, 0.1, 0.2], [0.1, -0.2, 0.5]]
}

---

No. 3
{
  "formula": "C36H33F4LaN7O7S3Si",
  "method": "the ωB97M-V functional and the def2-TZVPD basis",
  "mol_weight_g_mol": 1014.9,
  "homo_lumo_gap_ha": 0.256,
  "relative_energy_kj_mol": 82.5,
  "total_energy_ev": -114754.6656,
  "charge": -1,
  "species": ["La", "O", "C", "C", "C", "N", "C", "C", "C", "O", "O", "C", "O", "O", "H", "H", "H", "C", "Si", "C", "C", "N", "C", "C", "C", "C", "C", "C", "F", "H", "H", "H", "H", "H", "H", "H", "H", "H", "H", "H", "H", "H", "O", "C", "C", "C", "C", "C", "C", "C", "O", "N", "N", "C", "S", "C", "C", "S", "H", "H", "H", "H", "H", "H", "H", "H", "H", "F", "C", "F", "F", "C", "C", "C", "N", "C", "C", "H", "H", "H", "H", "S", "C", "N", "C", "C", "C", "N", "H", "H", "H", "H"],
  "xyz": [[-0.1808, 0.5512, 0.3016], [4.3948, 5.1050, 1.5452], [3.4156, 4.2170, 1.2497], [2.1329, 4.3258, 1.7774], [1.1982, 3.3637, 1.4554], [1.4910, 2.3281, 0.6677], [2.6933, 2.2718, 0.0948], [3.6904, 3.1894, 0.3532], [2.8543, 1.1809, -0.9670], [3.7641, 1.3337, -1.7859], [2.0042, 0.2429, -0.9080], [-0.2965, 3.5116, 1.8131], [-0.6453, 4.5894, 2.2933], [-1.0120, 2.5200, 1.4849], [4.0426, 5.7693, 2.1466], [1.8365, 5.1559, 2.4079], [4.6436, 3.1002, -0.1469], [1.4344, 0.3684, 5.0510], [1.0742, -0.7328, 3.5377], [1.2084, -2.5499, 4.1185], [2.5633, -0.4503, 2.3988], [-0.3598, -0.3966, 2.6654], [-1.6055, -0.4809, 3.2042], [-1.9143, -0.8252, 4.5431], [-3.2091, -0.8768, 5.0245], [-4.2954, -0.5935, 4.2078], [-4.0493, -0.2664, 2.8808], [-2.7565, -0.2328, 2.4255], [-2.5774, 0.0705, 1.0789], [2.4822, 0.2924, 5.3498], [0.8202, 0.1160, 5.9171], [1.2318, 1.4129, 4.8011], [2.0226, -2.6811, 4.8349], [1.4036, -3.2097, 3.2703], [0.2880, -2.8949, 4.5945], [3.4178, -1.0340, 2.7463], [2.8643, 0.5998, 2.4080], [2.3729, -0.7361, 1.3622], [-1.0931, -1.0534, 5.2107], [-3.3780, -1.1422, 6.0617], [-5.3077, -0.6441, 4.5834], [-4.8505, -0.0330, 2.1917], [-2.4577, -2.7461, -2.0983], [-3.3126, -1.9708, -2.7927], [-4.2686, -2.6043, -3.5886], [-5.1645, -1.8617, -4.3301], [-5.1413, -0.4722, -4.2779], [-4.2051, 0.1644, -3.4872], [-3.2710, -0.5629, -2.7494], [-2.2242, 0.1342, -1.9599], [-1.4116, -0.5654, -1.2368], [-2.2005, 1.4382, -2.0698], [-1.1142, 2.0802, -1.5016], [-1.2112, 3.3532, -1.5235], [-2.6881, 4.2062, -1.9910], [-2.2915, 5.5574, -0.8344], [-0.8350, 5.9414, -1.0016], [0.1438, 4.4129, -1.2179], [-1.8411, -2.1213, -1.6452], [-4.2829, -3.6863, -3.6111], [-5.8876, -2.3665, -4.9593], [-5.8496, 0.1102, -4.8530], [-4.1611, 1.2422, -3.4242], [-2.4653, 5.1914, 0.1772], [-2.9557, 6.3934, -1.0490], [-0.4638, 6.4402, -0.1061], [-0.6647, 6.5755, -1.8712], [2.4792, -6.5740, 0.1541], [1.1685, -6.3523, -0.0893], [0.9249, -6.8362, -1.3225], [0.4802, -7.1175, 0.7766], [0.8274, -4.8953, 0.0233], [1.4794, -3.9863, -0.7952], [1.1790, -2.6418, -0.6525], [0.2996, -2.1897, 0.2443], [-0.3398, -3.0735, 1.0052], [-0.1128, -4.4393, 0.9319], [2.2073, -4.3148, -1.5236], [1.6645, -1.8974, -1.2712], [-1.0507, -2.6749, 1.7186], [-0.6425, -5.1250, 1.5765], [0.4211, 0.1425, -3.7447], [1.9195, -0.4156, -4.1384], [2.9432, 0.4935, -4.3807], [4.1198, 0.1363, -4.9015], [4.3550, -1.1682, -5.2174], [3.3666, -2.0847, -4.7961], [2.2214, -1.7393, -4.2796], [2.8228, 1.4078, -3.9717], [4.8511, 0.9200, -5.0407], [5.2721, -1.4871, -5.6854], [3.5543, -3.1528, -4.8681]],
  "atomic_forces_ev_per_a": [[1.0, -1.0, 1.6], [0.1, 0.0, -0.1], [-0.3, -0.2, -0.1], [0.1, 0.0, 0.2], [-0.2, 0.0, 0.0], [0.9, 0.9, 0.2], [0.0, 0.0, -0.2], [0.1, 0.0, 0.0], [0.3, 0.1, 0.1], [0.0, -0.1, 0.0], [0.1, 0.2, 0.2], [0.2, 0.3, 0.0], [0.0, -0.1, 0.0], [0.0, 0.2, 0.2], [0.0, 0.0, 0.0], [-0.1, 0.0, 0.0], [0.0, 0.0, 0.0], [-0.3, -0.1, -0.2], [0.6, -0.3, 0.3], [-0.2, 0.3, -0.1], [-0.3, 0.1, 0.1], [0.1, 0.0, 0.2], [-0.2, 0.1, 0.0], [0.1, 0.0, -0.1], [-0.2, 0.0, 0.1], [0.1, -0.1, 0.0], [0.0, 0.0, -0.1], [-0.1, 0.0, 0.0], [-0.2, -0.1, 0.6], [0.0, -0.1, -0.1], [0.0, 0.0, 0.0], [0.0, 0.0, 0.0], [0.0, 0.1, 0.0], [0.0, 0.0, 0.0], [0.0, 0.0, 0.0], [0.0, -0.1, 0.0], [0.0, 0.0, 0.0], [0.1, 0.0, 0.0], [0.0, 0.0, 0.0], [0.0, 0.0, 0.0], [0.0, 0.0, 0.0], [0.0, 0.0, 0.0], [0.0, 0.1, 0.0], [0.0, 0.2, 0.0], [0.0, -0.1, 0.0], [0.0, 0.0, 0.0], [-0.1, 0.1, 0.0], [0.1, -0.1, 0.0], [0.0, -0.3, 0.1], [-0.2, 0.7, -0.1], [-0.9, -0.6, -1.4], [-0.5, -0.2, -0.5], [0.0, 0.4, -0.4], [-0.4, -0.1, -0.4], [-0.1, 0.0, 0.2], [0.0, -0.2, -0.1], [0.3, -0.1, -0.1], [-0.1, 0.2, 0.1], [0.0, -0.1, 0.0], [0.0, 0.0, 0.0], [0.0, 0.0, 0.0], [0.0, 0.0, 0.0], [0.0, 0.0, 0.0], [0.0, 0.1, 0.0], [0.0, 0.0, 0.0], [0.0, 0.0, 0.0], [-0.1, 0.0, 0.0], [-0.1, 0.1, 0.0], [0.1, -0.2, 0.0], [0.0, 0.1, 0.1], [0.0, 0.1, -0.1], [0.0, 0.1, 0.0], [-0.1, -0.1, 0.1], [0.1, -0.1, -0.2], [0.2, -0.2, -0.1], [-0.1, -0.1, 0.1], [0.1, -0.1, -0.1], [0.0, 0.1, 0.0], [0.0, 0.0, 0.0], [0.0, 0.1, 0.0], [0.0, 0.0, 0.0], [0.1, 0.0, -0.2], [-0.4, 0.3, -0.2], [0.1, -0.4, 0.2], [0.2, -0.1, -0.1], [0.1, 0.0, 0.0], [-0.1, 0.2, 0.0], [0.2, -0.4, 0.0], [0.0, 0.1, 0.0], [0.0, 0.0, 0.0], [0.0, 0.0, 0.1], [0.0, 0.0, -0.1]]
}